DFT (ωB97M-V with the def2-TZVPD basis set) results for 2 unconnected molecules or ions with the total composition C2HN2O5.

Geometry as XYZ:
```
10
Properties=species:S:1:pos:R:3
O -1.673 -0.670 2.512
O 0.438 0.895 -4.069
O 0.262 0.163 1.586
O 2.247 -0.599 1.956
O -1.707 -0.057 0.300
N 0.321 0.643 -2.917
N 1.087 -0.853 1.815
C 0.134 0.368 -1.830
C -1.350 -0.273 1.441
H 0.240 0.383 -0.794
```

Summary:
maximum force = 2.4 eV/A
gap between HOMO and LUMO = 0.34656 hartree
net charge = -1
relative energy (zero: lowest compared OMol25 entry of this formula, charge and spin) = 30.2 kcal/mol
E_tot = -562.44133 hartree
HOMO level = -5.6 eV